Entry 1:
{
  "formula": "C14H44N2O10",
  "method": "ωB97M-V/def2-TZVPD",
  "elements": ["C", "O", "C", "C", "N", "C", "C", "O", "C", "H", "H", "H", "H", "H", "H", "H", "H", "H", "H", "H", "H", "H", "H", "H", "C", "O", "C", "C", "N", "C", "C", "O", "C", "H", "H", "H", "H", "H", "H", "H", "H", "H", "H", "H", "H", "H", "H", "H", "C", "C", "O", "O", "H", "H", "H", "H", "H", "H", "O", "H", "H", "O", "H", "H", "O", "H", "H", "O", "H", "H"],
  "coordinates": [[-1.8226, 1.0159, 1.8836], [-1.3403, 1.6458, 3.0484], [-0.2237, 0.9107, 3.6435], [1.0699, 0.8927, 2.7957], [1.0353, -0.2506, 1.9138], [2.3053, -0.8262, 1.4076], [3.0046, 0.1969, 0.5508], [3.9539, -0.3359, -0.2974], [4.5149, 0.4623, -1.2264], [-2.4133, 1.6889, 1.2621], [-2.3899, 0.1100, 2.0975], [-0.9778, 0.7033, 1.2699], [-0.6952, -0.0469, 3.8643], [0.0353, 1.3428, 4.6101], [1.8889, 0.7366, 3.4978], [1.0832, 1.8753, 2.3241], [0.2203, -0.8452, 1.8664], [2.0439, -1.6858, 0.7906], [2.9587, -1.1397, 2.2218], [3.5483, 0.8610, 1.2228], [2.2620, 0.8087, 0.0385], [5.1230, -0.1104, -1.9266], [5.1678, 1.1854, -0.7377], [3.8310, 0.8309, -1.9910], [2.5055, 4.0918, -1.3472], [1.7765, 4.0449, -2.5421], [1.1827, 2.7294, -2.8137], [-0.0867, 2.5611, -2.0607], [0.0675, 1.4450, -1.0365], [0.0287, 0.0693, -1.6698], [0.5647, -1.1039, -0.8446], [0.5494, -2.3926, -1.4836], [-0.6516, -2.8390, -2.0935], [2.7317, 3.1311, -0.8846], [1.9508, 4.6665, -0.6054], [3.3845, 4.6709, -1.6302], [1.8039, 1.8383, -2.9046], [0.9115, 2.8349, -3.8641], [-0.8284, 1.9890, -2.6181], [-0.2402, 3.5702, -1.6782], [0.8161, 1.5819, -0.3724], [0.4787, -0.0644, -2.6536], [-1.0360, -0.1546, -1.7356], [-0.0412, -1.0838, 0.0613], [1.5841, -0.8873, -0.5252], [-1.0309, -2.0634, -2.7589], [-1.3334, -3.2212, -1.3337], [-0.3289, -3.5961, -2.8081], [-3.2930, -0.9154, -2.5486], [-3.0596, -1.4334, -1.0973], [-2.3872, -0.4209, -0.4209], [-4.2448, 0.2159, -2.4660], [-3.7682, -1.7144, -3.1177], [-2.3965, -0.4789, -2.9889], [-2.4665, -2.3392, -0.9712], [-4.0537, -1.6027, -0.6835], [-2.0568, -0.8650, 0.3634], [-3.8784, 0.7467, -1.7549], [-1.5059, -2.2419, 3.1351], [-1.2679, -1.6160, 3.8190], [-2.0937, -2.8600, 3.5695], [-0.1072, -3.0550, 0.4683], [0.4097, -3.7975, 0.7811], [0.1207, -2.9772, -0.4581], [-3.2998, -0.4883, 3.0078], [-2.7236, 0.2703, 2.9138], [-2.7490, -1.1594, 3.4110], [-1.6088, -1.4536, 0.8511], [-1.5139, -1.5772, 1.7956], [-0.9983, -2.0813, 0.4644]],
  "forces_ev_per_a": [[2.50, 1.39, -2.71], [1.34, 0.50, 1.53], [-1.11, 1.16, -0.51], [-1.68, -1.66, 0.73], [1.47, -0.27, -0.91], [-1.13, 0.00, 0.69], [0.63, 1.49, 0.83], [-0.76, -3.04, 0.50], [1.12, 0.68, -1.74], [0.00, 0.17, 0.38], [2.56, 0.97, -4.86], [-0.16, 0.51, -0.23], [0.83, -0.51, 0.06], [-0.47, 0.40, -0.07], [0.34, 0.49, 0.06], [0.41, 0.07, -0.26], [0.59, 0.34, 0.33], [0.37, -0.14, 0.69], [0.14, -0.13, 0.15], [-0.09, 0.58, 0.32], [0.16, -0.09, -0.25], [0.53, -0.58, 0.59], [-0.13, 0.68, -0.36], [-0.66, 0.99, 0.53], [0.08, 1.01, 0.17], [-0.31, -2.53, -0.50], [-0.24, 1.94, -2.70], [1.10, -3.35, 1.60], [-0.05, -0.39, 0.06], [-0.38, 0.17, -0.09], [0.10, 2.74, 0.13], [1.31, 1.70, -2.79], [0.68, 0.12, -2.36], [0.26, -0.18, -0.35], [-0.07, 0.12, 0.24], [0.43, -0.25, 0.63], [0.76, 0.23, 1.04], [-0.10, 0.32, -0.29], [-0.60, 1.50, -0.73], [-1.18, -0.43, 0.38], [0.03, 0.01, -0.26], [0.40, 0.74, -0.46], [0.26, 0.41, -0.35], [1.15, 0.30, -1.17], [-0.61, -0.65, -1.21], [-0.54, 0.02, 0.54], [0.23, -0.17, -0.83], [-0.09, -0.47, 0.34], [-1.32, 0.52, 1.33], [-0.35, 1.75, -0.87], [-6.94, 7.71, -11.21], [0.71, -1.49, -0.40], [0.07, 0.29, -0.49], [0.08, -0.60, -0.23], [-1.13, 0.07, -0.47], [-0.35, -0.20, 0.10], [-4.18, 5.97, -2.16], [0.13, 0.19, 0.36], [0.99, -1.24, 1.49], [0.77, -0.07, 0.55], [-0.22, -0.64, -0.04], [0.61, -4.17, 4.44], [-0.19, -0.17, 0.46], [1.54, -0.50, -0.67], [-4.07, -2.48, 3.05], [-1.73, 1.03, 3.87], [-0.89, 0.24, -0.08], [7.88, -11.51, 13.79], [-0.46, -0.63, 0.17], [-0.38, -0.96, 0.50]],
  "lowdin_charge": [-0.12, -0.15, -0.14, -0.16, -0.06, -0.17, -0.26, -0.15, -0.14, 0.13, -0.01, 0.08, 0.09, 0.12, 0.12, 0.13, 0.08, 0.10, 0.12, 0.13, 0.09, 0.09, 0.10, 0.08, -0.12, -0.19, -0.22, -0.14, -0.02, -0.16, -0.17, -0.13, -0.03, 0.07, 0.08, 0.09, 0.11, 0.12, 0.12, 0.13, 0.06, 0.12, 0.06, 0.08, 0.09, 0.10, 0.09, 0.12, -0.19, -0.23, -0.12, -0.09, 0.11, 0.09, 0.07, 0.13, -0.40, 0.06, 0.01, 0.06, 0.11, -0.01, 0.12, -0.11, -0.01, -0.05, 0.00, 0.09, 0.03, -0.03],
  "multiplicity": 1,
  "e_above_lowest_kj_mol": 1513.3,
  "lumo_energy_ev": -0.13,
  "charge": 0
}



Entry 2:
{
  "formula": "C27H30CaN5",
  "method": "ωB97M-V/def2-TZVPD",
  "elements": ["Ca", "C", "N", "C", "C", "C", "C", "C", "C", "N", "C", "C", "C", "C", "C", "C", "N", "C", "C", "C", "C", "C", "N", "H", "H", "H", "H", "H", "H", "H", "H", "H", "H", "H", "H", "H", "H", "H", "H", "H", "H", "C", "N", "C", "C", "C", "C", "C", "C", "C", "C", "H", "H", "H", "H", "H", "H", "H", "H", "H", "H", "H", "H"],
  "coordinates": [[-0.3547, 0.3447, -0.2399], [-0.2251, -2.3072, -2.4051], [0.7256, -1.3659, -1.8037], [1.4858, -0.6666, -2.8504], [1.9693, 0.7167, -2.4744], [3.2481, 1.1362, -2.8093], [3.6194, 2.4457, -2.5399], [2.6995, 3.2942, -1.9434], [1.4471, 2.7900, -1.6320], [1.0894, 1.5329, -1.8883], [1.5909, -2.1088, -0.8774], [2.5001, -1.2592, -0.0248], [3.7204, -1.7569, 0.4156], [4.5084, -0.9652, 1.2345], [4.0766, 0.3130, 1.5581], [2.8557, 0.7321, 1.0639], [2.0713, -0.0434, 0.3137], [-1.2775, -2.7831, -1.4324], [-1.6811, -4.1100, -1.4056], [-2.7555, -4.4665, -0.6036], [-3.3946, -3.4850, 0.1366], [-2.9058, -2.1904, 0.0730], [-1.8603, -1.8463, -0.6782], [0.2852, -3.1726, -2.8481], [-0.7541, -1.7902, -3.2083], [0.8153, -0.5235, -3.7002], [2.3335, -1.2669, -3.2040], [3.9446, 0.4497, -3.2730], [4.6082, 2.7986, -2.8008], [2.9459, 4.3245, -1.7292], [0.6930, 3.4119, -1.1603], [2.1987, -2.8443, -1.4228], [0.9416, -2.6751, -0.2002], [4.0544, -2.7421, 0.1178], [5.4535, -1.3384, 1.6062], [4.6748, 0.9703, 2.1731], [2.4869, 1.7342, 1.2535], [-1.1704, -4.8448, -2.0138], [-3.0918, -5.4940, -0.5643], [-4.2549, -3.7129, 0.7492], [-3.3708, -1.3861, 0.6312], [-1.5827, -0.3167, 2.9083], [-0.6473, 0.7196, 2.4674], [0.4898, 0.7507, 3.3837], [-1.3310, 2.0287, 2.4885], [-2.3914, 2.1839, 1.4154], [-3.5851, 2.8180, 1.7500], [-4.5547, 3.0411, 0.7830], [-4.3249, 2.6123, -0.5149], [-3.1340, 1.9644, -0.8276], [-2.1205, 1.7307, 0.1140], [-1.9180, -0.1397, 3.9392], [-1.1071, -1.2989, 2.8649], [-2.4581, -0.3089, 2.2609], [0.1746, 0.9445, 4.4179], [1.1823, 1.5400, 3.0948], [1.0162, -0.2053, 3.3589], [-0.5703, 2.8026, 2.3452], [-1.7787, 2.1933, 3.4805], [-3.7622, 3.1381, 2.7731], [-5.4794, 3.5408, 1.0417], [-5.0734, 2.7790, -1.2818], [-2.9904, 1.6323, -1.8561]],
  "forces_ev_per_a": [[0.34, -0.80, 0.17], [-0.16, -0.06, 0.06], [0.18, -0.02, 0.00], [0.06, 0.10, -0.02], [0.24, 0.09, -0.12], [-0.03, -0.03, 0.01], [-0.11, 0.03, 0.03], [0.11, -0.02, -0.06], [-0.01, 0.07, 0.01], [-0.10, -0.09, -0.13], [0.02, -0.09, 0.04], [0.22, 0.00, 0.00], [0.02, 0.06, -0.05], [-0.03, 0.02, 0.01], [0.04, -0.01, -0.04], [0.07, 0.01, -0.09], [-0.03, -0.12, 0.25], [-0.07, -0.18, -0.02], [0.01, 0.08, -0.02], [-0.01, 0.04, 0.04], [0.01, -0.05, -0.06], [-0.03, 0.05, 0.04], [0.32, 0.31, 0.02], [0.02, 0.03, -0.02], [0.06, 0.01, -0.03], [0.01, -0.07, -0.02], [-0.03, -0.03, 0.01], [-0.03, -0.01, -0.01], [0.01, 0.00, 0.02], [-0.03, 0.00, 0.02], [0.00, -0.01, -0.01], [-0.02, -0.01, 0.01], [-0.01, -0.05, -0.07], [-0.05, -0.01, 0.00], [0.01, 0.02, -0.02], [-0.01, 0.01, -0.01], [0.02, -0.04, 0.08], [-0.01, 0.00, 0.00], [-0.01, 0.01, -0.01], [0.01, 0.01, 0.02], [0.00, -0.03, -0.02], [-0.01, -0.02, -0.08], [0.04, 0.02, -0.21], [0.01, -0.05, 0.02], [-0.16, 0.11, -0.04], [-0.13, 0.02, -0.01], [0.04, -0.03, 0.15], [0.03, -0.01, -0.02], [-0.09, -0.01, -0.15], [0.01, 0.02, 0.15], [-0.74, 0.71, 0.02], [0.01, 0.00, 0.00], [0.00, 0.00, 0.00], [0.00, 0.01, 0.04], [-0.03, -0.02, -0.01], [-0.02, 0.00, 0.02], [0.01, 0.01, 0.01], [0.06, -0.05, 0.05], [0.09, 0.02, 0.03], [-0.01, 0.02, -0.03], [0.00, -0.01, 0.00], [0.00, 0.01, 0.03], [-0.07, 0.04, -0.01]],
  "lowdin_charge": [1.31, -0.13, -0.23, -0.11, -0.29, -0.01, -0.03, -0.04, -0.12, 0.01, -0.12, -0.26, 0.00, -0.03, -0.03, -0.13, 0.02, -0.28, -0.01, -0.04, -0.03, -0.11, 0.06, 0.13, 0.14, 0.14, 0.14, 0.12, 0.12, 0.11, 0.12, 0.14, 0.14, 0.12, 0.12, 0.12, 0.11, 0.12, 0.12, 0.11, 0.11, -0.09, -0.32, -0.11, -0.19, -0.31, -0.06, -0.10, -0.11, -0.17, -0.27, 0.10, 0.09, 0.06, 0.10, 0.07, 0.09, 0.12, 0.12, 0.11, 0.10, 0.10, 0.07],
  "multiplicity": 1,
  "e_above_lowest_kj_mol": 0.0,
  "lumo_energy_ev": -2.52,
  "charge": 1
}



Entry 3:
{
  "formula": "C6H16N5",
  "method": "ωB97M-V/def2-TZVPD",
  "elements": ["H", "N", "C", "N", "C", "C", "N", "N", "N", "C", "C", "C", "H", "H", "H", "H", "H", "H", "H", "H", "H", "H", "H", "H", "H", "H", "H"],
  "coordinates": [[-2.9056, -0.0054, -1.1383], [-1.9226, 0.1419, -0.9481], [-1.5311, 0.2101, 0.2705], [-2.3498, 0.1371, 1.3236], [-0.0361, 0.4074, 0.5891], [0.7994, 0.9799, -0.5852], [0.0413, 1.4917, -1.6974], [-0.6390, 0.5992, -2.3322], [-1.3229, 0.9656, -3.3601], [0.7211, -0.8718, 1.1320], [0.6240, -2.0490, 0.1695], [2.1524, -0.5437, 1.5316], [-1.9905, 0.0967, 2.2595], [-3.3319, -0.0492, 1.1923], [-0.0240, 1.1379, 1.4072], [1.4544, 1.7689, -0.2231], [1.4166, 0.1810, -0.9964], [-0.2534, 2.4704, -1.6882], [-1.7180, 0.2258, -3.9194], [-1.6492, 1.9198, -3.5043], [0.1898, -1.1627, 2.0469], [-0.4179, -2.3239, 0.0133], [1.1381, -2.9029, 0.5990], [1.0701, -1.8397, -0.7971], [2.1981, 0.3691, 2.1180], [2.8086, -0.4416, 0.6730], [2.5361, -1.3530, 2.1454]],
  "forces_ev_per_a": [[-0.22, -0.04, 0.11], [-0.43, -0.12, 0.44], [0.88, -0.29, -0.07], [-0.28, -0.11, 0.33], [0.13, 0.04, 0.12], [0.04, -0.44, 0.24], [0.10, 0.94, -0.25], [0.86, -0.63, -0.70], [-0.30, 0.65, -0.38], [-1.10, 0.26, -0.01], [-0.16, 0.13, 0.27], [-0.20, -0.02, -0.02], [0.05, 0.03, 0.09], [0.08, 0.00, 0.07], [0.03, -0.03, -0.09], [-0.01, 0.01, -0.10], [0.05, 0.16, 0.05], [-0.14, -0.27, -0.06], [0.10, 0.01, 0.11], [0.04, -0.19, 0.16], [0.04, 0.03, -0.04], [-0.04, -0.09, -0.09], [0.07, -0.16, -0.01], [0.10, 0.01, -0.18], [0.07, 0.15, 0.12], [0.12, 0.04, -0.14], [0.12, -0.07, 0.03]],
  "lowdin_charge": [0.11, 0.15, -0.39, 0.18, -0.18, -0.11, -0.02, -0.07, 0.11, -0.39, -0.05, -0.06, 0.12, 0.12, 0.14, 0.14, 0.11, 0.17, 0.14, 0.14, 0.13, 0.08, 0.09, 0.08, 0.09, 0.08, 0.09],
  "multiplicity": 1,
  "smiles": "[H]/N=C(\\N)[C@H](CNN=[NH2+])C(C)C",
  "e_above_lowest_kj_mol": 228.3,
  "lumo_energy_ev": -2.94,
  "charge": 1
}